This record from the Open Molecules 2025 dataset describes 2 unconnected molecules or ions with the total composition C5H9NO at a distorted geometry. The level of theory is ωB97M-V/def2-TZVPD.

Last column: Mulliken charge in e.
Positions of all 16 atoms, in Å:
C 2.846600 0.393984 0.266755  -0.708
O 1.484525 0.749113 0.379709  -0.300
C 0.630112 -0.367085 0.402100  -0.566
C -0.801861 0.172640 0.496824  -0.145
C -2.682246 0.695215 -1.809737  -0.481
C -1.792589 -0.911698 0.586071  0.191
N -2.567342 -1.771440 0.631542  -0.408
H 3.422869 1.324545 0.258835  0.249
H 3.046693 -0.159930 -0.665835  0.297
H 3.177893 -0.226209 1.116989  0.291
H 0.846572 -1.019805 1.266573  0.349
H 0.741399 -0.976694 -0.512059  0.325
H -0.896493 0.822471 1.375237  0.262
H -3.607835 0.831421 -1.203663  0.240
H -1.026107 0.784590 -0.395848  0.162
H -2.822184 -0.341116 -2.193498  0.242

Forces on atoms 1 to 6 (eV/Å):
C 0.2 -0.1 0.0
O 0.0 -0.1 0.0
C -0.2 -0.2 0.0
C 0.1 0.1 0.0
C -0.6 -0.4 0.0
C -0.6 -0.7 0.0

Output
Spin multiplicity = 1
Strongest force on any atom = 1.2 eV/Å
Kohn-Sham gap (alpha / beta) = 0.322 / 0.324 hartree
Relative energy (zero: lowest compared OMol25 entry of this formula, charge and spin) = 145.8 kcal per mole

This record from the Open Molecules 2025 dataset describes C5H9NO in the gas phase at a distorted geometry. The level of theory is ωB97M-V/def2-TZVPD.

Last column: Mulliken charge in e.
Positions of all 16 atoms, in Å:
C 2.055940 -1.057713 0.168335  -0.979
C 1.520308 0.341016 0.206553  0.316
O 2.255303 1.307370 0.311495  -0.573
C 0.095801 0.728128 0.062380  0.018
C -0.987860 0.398022 1.038896  -0.334
N -0.937145 -0.249447 -0.242220  -0.223
C -2.014358 0.017686 -1.179211  -0.813
H 2.666276 -1.154692 -0.737689  0.275
H 2.728592 -1.170678 1.022373  0.311
H 1.280187 -1.826011 0.166052  0.295
H 0.328094 1.789809 -0.181469  0.327
H -1.741597 1.179990 1.165529  0.274
H -0.801378 -0.201600 1.926751  0.225
H -2.898394 -0.563721 -0.887258  0.280
H -1.711540 -0.308364 -2.177352  0.287
H -2.292907 1.079790 -1.216022  0.314

Forces on atoms 1 to 6 (eV/Å):
C 0.0 -0.1 0.1
C 0.5 0.3 0.2
O 0.5 -0.6 0.1
C 0.4 0.4 0.3
C 0.0 0.0 0.3
N 0.1 0.2 -0.1

Output
Spin multiplicity = 1
SMILES = CC(=O)[C@@H]1CN1C
Strongest force on any atom = 2.0 eV/Å
Kohn-Sham gap = 0.382 hartree
Relative energy (zero: lowest compared OMol25 entry of this formula, charge and spin) = 58.2 kcal per mole

This record from the Open Molecules 2025 dataset describes 2 unconnected molecules or ions with the total composition C5H9NO2 at a distorted geometry. The level of theory is ωB97M-V/def2-TZVPD.

Last column: Mulliken charge in e.
Positions of all 17 atoms, in Å:
C -1.732975 1.823617 1.980333  -0.949
C -0.931813 2.366055 1.005021  -0.044
N -0.486532 -1.603484 -0.835375  -0.640
C 1.255004 -0.035148 -1.493386  -1.250
C 0.649447 -0.864263 -0.390740  0.408
C 0.825684 -2.422049 -0.506672  -0.043
O 0.864085 -3.047343 0.587867  -0.555
O 0.202478 1.982401 0.579377  -0.737
H -2.678667 2.318292 2.170496  0.233
H -1.485220 0.930426 2.542340  0.281
H -1.359912 3.286948 0.541904  0.274
H -1.165350 -1.937796 -0.154962  0.253
H 0.882897 -0.436960 -2.433153  0.398
H 2.345377 -0.065464 -1.437997  0.235
H 0.930487 0.994461 -1.330203  0.292
H 0.653344 -0.461173 0.611955  0.444
H 1.231666 -2.828519 -1.436803  0.399

Forces on atoms 1 to 6 (eV/Å):
C -0.1 0.3 -0.3
C 0.0 -0.2 0.3
N 0.6 -0.7 -0.1
C 0.2 -0.2 0.5
C -1.1 0.3 -0.5
C -0.6 -0.1 -0.2

Output
Spin multiplicity = 2
Strongest force on any atom = 1.3 eV/Å
Total charge = -1
Kohn-Sham gap (alpha / beta) = 0.231 / 0.169 hartree
<S²> = 0.76
Relative energy (zero: lowest compared OMol25 entry of this formula, charge and spin) = 53.1 kcal per mole

This record from the Open Molecules 2025 dataset describes 2 unconnected molecules or ions with the total composition C5H9NO2 at a distorted geometry. The level of theory is ωB97M-V/def2-TZVPD.

Last column: Mulliken charge in e.
Positions of all 17 atoms, in Å:
C -2.114404 -1.654046 -0.174703  -0.770
C -1.898348 -0.374477 -0.245325  -0.465
C -0.636500 0.270780 0.153127  0.898
C -0.597975 1.768023 -0.017677  -1.259
C 1.720097 -0.161574 0.329612  0.105
N 0.387695 -0.459169 0.225408  -0.325
O 2.489491 -1.341597 0.193317  -0.528
O 2.348116 0.811424 -0.406238  -0.429
H -2.852182 -2.018538 -0.743602  0.384
H -1.220512 -2.211980 0.043065  0.256
H -2.655921 0.350587 -0.429221  0.308
H 0.344402 2.080198 0.432881  0.386
H -0.609125 1.972353 -1.058161  0.304
H -1.499559 2.336710 0.472507  0.361
H 1.764808 0.392693 1.794732  0.170
H 1.912566 -2.133349 0.225354  0.320
H 3.117343 0.371961 -0.795068  0.285

Forces on atoms 1 to 6 (eV/Å):
C 3.1 0.3 0.1
C 0.0 1.7 1.8
C 0.2 0.8 -1.6
C -1.0 0.5 2.6
C 1.5 0.6 4.7
N -0.7 -1.0 -0.4

Output
Spin multiplicity = 1
Strongest force on any atom = 4.9 eV/Å
Kohn-Sham gap = 0.328 hartree
Relative energy (zero: lowest compared OMol25 entry of this formula, charge and spin) = 94.4 kcal per mole

This record from the Open Molecules 2025 dataset describes C5H9NO2 in the gas phase at a distorted geometry. The level of theory is ωB97M-V/def2-TZVPD.

Last column: Mulliken charge in e.
Positions of all 17 atoms, in Å:
C -1.593076 -0.181055 -0.803484  -0.629
C 2.557982 0.018717 0.267125  -1.295
C -0.040476 -0.992656 -0.362181  0.503
C 1.093707 0.115244 0.519543  0.857
N -2.571860 -0.179374 0.215972  -0.417
C 0.288759 1.240144 0.479234  -0.843
O 0.329691 -0.997720 0.992833  -0.373
O 0.082940 -2.015564 -1.040523  -0.578
H -2.652388 -1.079606 0.680154  0.195
H -3.154604 0.648803 0.228094  0.203
H -1.824102 -0.888469 -1.599907  0.299
H -1.446718 0.770998 -1.305049  0.443
H 2.921776 -0.999143 0.419981  0.375
H 2.770287 0.305953 -0.766559  0.290
H 3.117406 0.703540 0.911497  0.338
H -0.543456 1.390115 1.159119  0.316
H 0.664135 2.140073 0.004151  0.314

Forces on atoms 1 to 6 (eV/Å):
C 2.0 -2.0 -0.6
C 0.2 -0.2 -0.5
C -6.4 -3.8 -1.6
C -1.6 3.1 2.2
N 1.3 0.4 -0.3
C 3.2 0.0 0.8

Output
Spin multiplicity = 1
Strongest force on any atom = 7.6 eV/Å
Kohn-Sham gap (alpha / beta) = 0.306 / 0.306 hartree
Relative energy (zero: lowest compared OMol25 entry of this formula, charge and spin) = 110.7 kcal per mole

This record from the Open Molecules 2025 dataset describes 2 unconnected molecules or ions with the total composition C5H9NO2 at a distorted geometry. The level of theory is ωB97M-V/def2-TZVPD.

Last column: Mulliken charge in e.
Positions of all 17 atoms, in Å:
C 1.198922 0.540290 -1.436415  -1.736
C -1.051812 -0.495737 1.581110  -1.551
C -1.158794 1.194150 -0.777705  0.043
C 0.000209 0.300323 -0.559702  0.852
C 0.124640 -0.293299 0.680944  0.777
N 1.382391 -0.407781 1.266072  -0.493
O -1.453738 -0.641977 -1.470271  -0.679
O -1.971254 1.824122 -0.226987  -0.346
H -1.071645 -0.639462 -2.359317  0.299
H 2.149860 -0.682061 0.673611  0.213
H 1.399246 -0.857067 2.166436  0.247
H 1.942532 1.145622 -0.908267  0.446
H 0.920575 1.049364 -2.357129  0.428
H 1.667381 -0.406722 -1.714639  0.383
H -1.945007 -0.711168 0.997298  0.373
H -1.255646 0.405389 2.175028  0.259
H -0.877859 -1.323986 2.269934  0.487

Forces on atoms 1 to 6 (eV/Å):
C 0.0 0.0 0.2
C -0.1 0.1 -0.1
C -0.9 -0.5 1.2
C 1.0 0.2 0.5
C -0.4 0.6 -0.6
N 0.2 -0.1 0.0

Output
Spin multiplicity = 1
Strongest force on any atom = 1.5 eV/Å
Kohn-Sham gap (alpha / beta) = 0.235 / 0.258 hartree
Relative energy (zero: lowest compared OMol25 entry of this formula, charge and spin) = 106.1 kcal per mole

This record from the Open Molecules 2025 dataset describes C5H9NO2 in the gas phase at a distorted geometry. The level of theory is ωB97M-V/def2-TZVPD.

Last column: Mulliken charge in e.
Positions of all 17 atoms, in Å:
C -1.395553 0.147295 -0.348050  -0.268
C 0.487993 1.277932 1.032850  -1.554
C -0.093125 -0.097636 0.744097  1.263
N -2.447747 -0.803410 -0.194932  -0.642
C 0.937086 -0.754602 -0.647085  -0.152
C 2.101579 -0.237979 -1.079973  -0.682
O -0.519158 -0.084774 -1.343690  -0.362
O -0.271304 -0.987095 1.579723  -0.603
H -1.759732 1.176478 -0.298459  0.460
H -2.106144 -1.740223 -0.380927  0.285
H -2.783020 -0.795868 0.765117  0.263
H 0.778557 -1.824588 -0.630012  0.314
H -0.114517 1.744800 1.812944  0.370
H 1.513477 1.132826 1.378814  0.391
H 0.488357 1.899934 0.141214  0.389
H 2.923383 -0.883373 -1.368029  0.270
H 2.259869 0.830283 -1.163601  0.260

Forces on atoms 1 to 6 (eV/Å):
C 1.6 -0.3 3.2
C 1.1 -0.4 -0.2
C -5.0 1.5 1.5
N -0.2 -0.1 -0.4
C -0.6 0.0 -3.1
C -0.6 0.1 0.3

Output
Spin multiplicity = 1
Strongest force on any atom = 5.4 eV/Å
Kohn-Sham gap (alpha / beta) = 0.231 / 0.231 hartree
Relative energy (zero: lowest compared OMol25 entry of this formula, charge and spin) = 137.3 kcal per mole

This record from the Open Molecules 2025 dataset describes C5H9NO2 in the gas phase at a distorted geometry. The level of theory is ωB97M-V/def2-TZVPD.

Last column: Mulliken charge in e.
Positions of all 17 atoms, in Å:
C -0.947599 1.542956 0.147742  -0.116
C -0.694795 0.023206 0.078762  1.688
C -1.519386 -0.794448 1.067645  -1.515
C -1.075591 -0.273235 -1.383458  -1.542
C 2.574738 1.155871 0.271802  -0.771
N 1.326101 0.890596 -0.349782  -0.366
O -1.897720 2.224826 0.131516  -0.342
O 0.656254 -0.136640 0.331766  -0.203
H -1.190556 -0.593593 2.083336  0.390
H -1.386249 -1.853014 0.860842  0.373
H -2.570672 -0.540180 0.971988  0.372
H -0.439292 0.310653 -2.041522  0.404
H -2.118472 -0.033736 -1.567965  0.371
H -0.908906 -1.331666 -1.569439  0.379
H 2.773968 2.222847 0.161979  0.288
H 2.591373 0.875474 1.329541  0.341
H 3.371116 0.608740 -0.248091  0.250

Forces on atoms 1 to 6 (eV/Å):
C 0.4 0.9 0.5
C -1.2 -0.2 -0.8
C 0.4 0.3 -0.1
C 0.3 -0.2 0.2
C 0.4 -0.3 0.5
N -1.4 -0.2 -0.4

Output
Spin multiplicity = 1
Strongest force on any atom = 1.5 eV/Å
Kohn-Sham gap (alpha / beta) = 0.285 / 0.337 hartree
Relative energy (zero: lowest compared OMol25 entry of this formula, charge and spin) = 114.3 kcal per mole

This record from the Open Molecules 2025 dataset describes a molecular structure, C5H9NO2 at a distorted geometry. The level of theory is ωB97M-V/def2-TZVPD.

Last column: Mulliken charge in e.
Positions of all 17 atoms, in Å:
C -0.108204 -0.304681 0.474362  0.503
C -1.397669 0.387117 0.316593  -0.528
C 0.222931 1.411315 -0.944748  -0.393
C 0.231995 -0.051371 -1.014268  -0.337
C 0.222873 -1.724999 0.102569  -0.803
H 1.702428 -0.027791 0.876258  0.390
H 0.959251 -0.230228 2.316391  0.271
H -2.249175 -0.056680 -0.178393  0.282
H -1.659860 0.946139 1.264867  0.295
H 0.877096 1.707251 -0.105981  0.355
H 0.413135 1.973640 -1.994735  0.284
H -0.569285 -0.328492 -1.604166  0.523
H -0.517345 -2.260915 -0.316796  0.382
H 0.975377 -2.105665 0.700934  0.403
N 0.829017 0.257868 1.456339  -0.704
O -1.102420 1.488218 -0.413299  -0.378
O 1.169855 -1.080727 -0.935926  -0.543

Forces on atoms 1 to 6 (eV/Å):
C -2.3 -1.2 0.3
C -2.2 1.0 4.8
C 1.7 2.0 -2.0
C 2.0 0.3 2.6
C 3.7 3.6 -0.5
H -0.9 1.1 1.7

Output
Spin multiplicity = 1
Strongest force on any atom = 5.3 eV/Å
Kohn-Sham gap = 0.373 hartree
Relative energy (zero: lowest compared OMol25 entry of this formula, charge and spin) = 135.3 kcal per mole

This record from the Open Molecules 2025 dataset describes C5H9NO2 in the gas phase at a distorted geometry. The level of theory is ωB97M-V/def2-TZVPD.

Last column: Mulliken charge in e.
Positions of all 17 atoms, in Å:
C -0.870551 0.193964 1.003949  -0.588
C 0.084917 -0.193281 2.112257  -0.946
C 0.092617 -0.198079 -1.244752  1.066
C -0.356155 -1.468035 -0.948670  -1.231
C 0.382904 1.969459 -0.354592  -0.397
O 0.610691 0.236185 -2.458761  -0.550
O 0.006080 -2.381812 -1.911787  -0.377
N -0.062937 0.749219 -0.286255  0.044
H 1.437045 -0.234795 -2.612181  0.323
H -0.426488 -3.217956 -1.710317  0.413
H -1.478514 1.059742 1.266446  0.402
H -1.509219 -0.634233 0.697766  0.327
H 0.878043 2.317919 -1.246573  0.301
H 0.225657 2.634110 0.477368  0.266
H 0.730278 -1.009740 1.816354  0.313
H 0.721561 0.654698 2.397458  0.296
H -0.465928 -0.477367 3.002291  0.336

Forces on atoms 1 to 6 (eV/Å):
C 0.7 1.5 -0.7
C 0.3 0.7 -0.2
C -0.2 -1.2 -1.0
C 0.2 -1.0 -0.3
C -0.4 -0.3 0.3
O 0.3 0.3 0.6

Output
Spin multiplicity = 1
Strongest force on any atom = 1.9 eV/Å
Kohn-Sham gap (alpha / beta) = 0.285 / 0.285 hartree
Relative energy (zero: lowest compared OMol25 entry of this formula, charge and spin) = 106.1 kcal per mole

This record from the Open Molecules 2025 dataset describes 2 unconnected molecules or ions with the total composition C5H9NO2 at a distorted geometry. The level of theory is ωB97M-V/def2-TZVPD.

Last column: Mulliken charge in e.
Positions of all 17 atoms, in Å:
C -0.788457 -0.703336 -1.390152  -1.344
C -0.780995 -0.199275 0.067289  0.705
C -0.726282 -1.287235 1.053873  -1.432
C -0.755816 1.062078 0.453654  -0.141
O -0.945990 2.213508 -0.229700  -0.511
H -0.554076 -1.803895 -1.502882  0.341
H -0.065640 -0.162257 -1.977839  0.319
H -1.714842 -0.340404 -1.830356  0.415
H -1.113308 -0.945156 2.034646  0.380
H 0.288039 -1.586089 1.188345  0.289
H -1.325171 -2.174781 0.778104  0.364
H -0.453452 1.189801 1.555319  0.286
H -1.734180 2.155334 -0.778597  0.319
N 2.995516 1.273884 0.370445  -0.510
C 2.639892 0.248358 -0.117802  0.616
O 2.577040 -0.749849 -0.695513  -0.400
H 2.457719 1.809319 1.021164  0.303

Forces on atoms 1 to 6 (eV/Å):
C -0.1 0.5 0.5
C 0.1 -0.9 -2.2
C -0.9 -0.2 1.6
C 0.6 -0.3 2.7
O 0.2 0.5 -0.5
H -0.7 1.3 0.2

Output
Spin multiplicity = 1
SMILES = CC(C)=CO.N=C=O
Strongest force on any atom = 2.8 eV/Å
Kohn-Sham gap = 0.343 hartree
Relative energy (zero: lowest compared OMol25 entry of this formula, charge and spin) = 41.5 kcal per mole

This record from the Open Molecules 2025 dataset describes C5H9NO2 in the gas phase at a distorted geometry. The level of theory is ωB97M-V/def2-TZVPD.

Last column: Mulliken charge in e.
Positions of all 17 atoms, in Å:
C 0.355355 1.082246 -0.158311  0.602
C 1.121840 -0.093017 -0.563730  -0.925
C -1.020335 1.350292 -0.675657  -1.310
C 0.777977 -0.846110 0.818376  0.704
C -0.310782 -1.897212 0.628744  -0.217
O 1.085419 2.107568 0.297682  -0.430
N -0.996289 -2.012549 -0.426545  -0.563
O 1.714377 -1.076016 1.622371  -0.714
H 0.515833 2.820303 0.619543  0.339
H -0.019367 0.144917 1.180958  -0.052
H -1.666887 -2.778133 -0.366192  0.233
H 0.713289 -0.606210 -1.429732  0.438
H 2.192903 0.077973 -0.587067  0.359
H -0.395372 -2.538877 1.511604  0.419
H -1.590523 1.991250 0.000037  0.425
H -0.928848 1.861244 -1.641772  0.375
H -1.548591 0.412332 -0.830309  0.317

Forces on atoms 1 to 6 (eV/Å):
C 0.0 -0.2 0.7
C 0.0 -0.6 0.5
C 0.0 0.1 0.1
C 0.9 0.0 -1.2
C -0.2 0.2 0.2
O -0.3 -0.2 0.0

Output
Spin multiplicity = 1
Strongest force on any atom = 1.5 eV/Å
Kohn-Sham gap (alpha / beta) = 0.314 / 0.314 hartree
Relative energy (zero: lowest compared OMol25 entry of this formula, charge and spin) = 95.5 kcal per mole